ORCA calculation (ωB97M-V/def2-TZVPD) on the molecule C2H4 in a non-equilibrium geometry.

Last column: Löwdin charge in e.
CARTESIAN COORDINATES (ANGSTROEM)
C: 0.7104 -0.0103 -0.0608  -0.07
C: -0.6621 -0.0357 0.0489  -0.08
H: 1.2704 -0.9068 0.1554  0.03
H: 1.2897 0.8441 0.0229  0.01
H: -1.3607 -0.8631 -0.1585  0.04
H: -1.2477 0.9717 -0.0079  0.07

Forces on the atoms, in the same order (eV/Å):
C -3.59 -2.08 1.56
C 0.70 2.48 -1.77
H 0.05 -0.46 -0.69
H 0.63 1.85 -0.03
H 0.95 -0.05 0.72
H 1.26 -1.73 0.22

Results
Energy above the lowest of the compared OMol25 structures with the same formula, charge and spin in kcal/mol: 11.7
Largest force on an atom in eV/Å: 4.43
HOMO level in eV: -10.0
Charge: 0
Total energy in eV: -2137.3917
2S+1: 1
Orbital gap in eV: 11.4

***

ORCA calculation (ωB97M-V/def2-TZVPD) on the molecule C2H4 in a non-equilibrium geometry.

Last column: Löwdin charge in e.
CARTESIAN COORDINATES (ANGSTROEM)
C: 0.6742 -0.0701 -0.0657  -0.09
C: -0.6146 0.0718 0.1256  -0.10
H: 1.1620 -1.0095 0.1629  0.04
H: 1.2796 0.6994 -0.5384  0.05
H: -1.3389 -0.6764 0.4351  0.05
H: -1.1624 0.9848 -0.1195  0.05

Forces on the atoms, in the same order (eV/Å):
C 0.52 -0.40 -0.26
C -1.68 0.68 -0.32
H 0.10 0.02 -0.02
H -0.09 0.00 0.33
H 0.64 -0.38 0.35
H 0.51 0.07 -0.07

Results
Energy above the lowest of the compared OMol25 structures with the same formula, charge and spin in kcal/mol: 2.0
Largest force on an atom in eV/Å: 1.84
HOMO level in eV: -10.3
Charge: 0
Total energy in eV: -2137.8152
2S+1: 1
Orbital gap in eV: 11.7

***

ORCA calculation (ωB97M-V/def2-TZVPD) on a cluster of 19 separate species, C2H40F6N3O20S2 in total in a non-equilibrium geometry.

Last column: Löwdin charge in e.
CARTESIAN COORDINATES (ANGSTROEM)
N: -2.2980 -1.3131 1.5776  0.31
H: -3.0307 -0.6414 1.3984  0.12
H: -2.5202 -2.1773 1.1045  0.06
H: -2.2266 -1.5778 2.5497  0.15
H: -1.4811 -0.9384 1.1167  -0.01
N: -3.6436 2.3963 2.0709  0.33
H: -4.4018 2.6435 2.6907  0.15
H: -2.8450 2.1536 2.6398  0.15
H: -3.3878 3.1556 1.4560  0.05
H: -4.0316 1.5780 1.6238  0.13
C: 1.5525 -2.2944 0.9783  -0.57
F: 2.3688 -2.8162 1.8710  0.17
F: 2.0512 -2.2849 -0.3020  0.13
F: 0.4649 -3.0879 1.0484  0.11
S: 1.0918 -0.5157 1.5914  0.80
O: 0.6270 -0.6972 2.9909  -0.32
O: 2.2829 0.3613 1.4014  -0.28
N: -0.2725 -0.2153 0.5137  -0.35
S: 0.2810 1.1010 -0.1345  0.61
O: 0.2799 2.2717 0.7456  -0.27
O: 1.3072 0.8601 -1.0782  -0.26
C: -1.2614 1.3934 -1.2758  -0.61
F: -2.3794 1.5853 -0.5677  0.09
F: -1.0805 2.4256 -2.0711  0.17
F: -1.4954 0.3373 -2.1071  0.12
O: -4.0159 2.9885 -3.5702  -0.02
H: -3.4953 3.2512 -2.8111  0.00
H: -4.8765 3.3787 -3.4177  0.04
O: -2.7487 -3.7997 0.6814  -0.02
H: -3.3024 -4.3319 0.1100  0.08
H: -2.1771 -4.4313 1.1179  0.06
O: -0.0281 -5.8991 -0.8176  -0.02
H: -0.8150 -5.8760 -1.3621  0.05
H: -0.3515 -5.7869 0.0764  0.02
O: -0.2288 5.2647 1.0210  -0.03
H: 0.0021 5.4762 1.9255  0.06
H: -0.0375 4.3306 0.9366  0.00
O: 5.2900 -1.4244 1.6121  -0.04
H: 5.9487 -0.8086 1.9332  0.04
H: 4.5270 -1.2721 2.1697  -0.02
O: -1.8124 1.1158 -4.9242  -0.03
H: -2.6479 1.3063 -5.3506  0.06
H: -1.9435 1.3759 -4.0124  0.00
O: -2.6289 4.0941 0.3575  -0.04
H: -2.8455 4.4214 -0.5155  0.08
H: -2.0626 4.7685 0.7329  0.03
O: 3.3858 -0.7093 4.2736  -0.03
H: 2.9248 -1.4634 4.6410  0.05
H: 3.2071 0.0034 4.8871  0.04
O: 3.9816 2.5710 2.3454  -0.04
H: 3.5376 2.1335 3.0719  0.01
H: 4.5900 1.9148 2.0058  0.03
O: 3.9991 0.0517 -1.3680  -0.03
H: 3.8630 -0.6265 -2.0296  0.04
H: 4.2905 -0.4258 -0.5913  0.02
O: -2.7484 -1.4257 -5.0058  -0.07
H: -2.1280 -1.9351 -5.5272  0.03
H: -2.2896 -0.6065 -4.8197  -0.04
O: -0.1274 0.9303 5.0797  -0.07
H: 0.6004 0.5194 4.6131  -0.02
H: 0.0505 0.7551 6.0038  0.04
O: 1.3399 -1.5443 -2.8444  -0.03
H: 1.4704 -0.7929 -2.2660  0.01
H: 1.4326 -1.1864 -3.7274  0.09
O: 1.7305 -4.4054 -2.3464  -0.06
H: 1.2519 -4.5546 -1.5310  -0.02
H: 1.8119 -3.4535 -2.4061  -0.03
O: -0.6517 -2.1428 -1.2667  -0.07
H: 0.0790 -1.9159 -1.8420  -0.04
H: -0.6415 -1.4678 -0.5882  -0.07
O: 3.0143 2.9711 -1.9728  -0.06
H: 2.9406 2.0690 -1.6611  -0.03
H: 3.3830 2.8916 -2.8525  0.03

Forces on the atoms, in the same order (eV/Å):
N -1.96 -0.56 0.68
H -0.33 -0.11 0.21
H -0.55 -1.19 -0.86
H 0.40 0.50 0.45
H 1.52 0.82 0.04
N -1.10 -1.38 1.75
H -0.18 0.70 0.51
H 0.53 -0.22 0.23
H 0.47 1.24 -1.77
H 0.41 -0.16 -0.82
C -0.39 -0.29 -0.70
F 0.90 0.54 -0.48
F -0.61 0.11 2.74
F 0.00 0.75 -0.43
S 1.76 -0.33 1.91
O 0.11 -0.04 -3.05
O -3.24 -2.37 0.18
N 3.57 0.22 3.07
S -2.82 3.94 -2.09
O -0.02 -1.52 -0.95
O 0.59 0.02 -0.47
C 0.89 -1.40 -0.74
F -0.49 -0.12 0.52
F 0.19 0.76 0.17
F 0.28 0.65 1.07
O 0.13 -0.22 0.01
H 0.23 0.10 0.08
H -0.32 0.09 -0.12
O -0.09 -0.05 0.27
H -0.25 0.03 -0.37
H 0.26 -0.15 0.14
O 0.06 -0.07 0.31
H -0.12 0.06 -0.40
H 0.06 -0.09 0.24
O -0.80 0.24 0.03
H 0.26 0.22 0.23
H 0.54 -0.58 -0.22
O -0.12 -0.08 -0.48
H 0.25 0.11 0.09
H -0.24 0.10 0.39
O 0.40 -0.02 0.00
H -0.31 0.23 -0.20
H -0.06 0.19 0.11
O -0.81 -0.36 0.06
H -0.15 0.04 -0.25
H 1.08 0.73 0.33
O 0.12 0.05 -0.27
H -0.08 -0.30 0.08
H 0.11 0.22 0.19
O 0.01 0.37 0.10
H -0.12 -0.14 0.08
H 0.12 -0.15 -0.21
O -0.11 0.26 -0.21
H 0.09 -0.25 -0.22
H 0.23 -0.16 0.43
O -0.50 -0.68 0.06
H 0.07 -0.19 -0.11
H 0.34 0.48 -0.01
O -0.31 0.24 0.13
H 0.12 -0.21 -0.42
H -0.06 0.07 0.32
O 0.51 -0.04 -0.27
H 0.36 0.65 0.32
H -0.12 -0.03 -0.41
O 0.35 -0.06 -0.23
H -0.29 -0.32 0.14
H 0.02 0.26 -0.22
O -1.15 -0.88 0.49
H 0.06 -0.18 -0.74
H 0.14 -0.17 -0.42
O -0.19 0.44 -0.05
H 0.17 -0.37 0.20
H 0.16 0.04 -0.16

Results
Largest force on an atom in eV/Å: 5.27
HOMO level in eV: -11.9
Charge: +1
Total energy in eV: -86109.9920
2S+1: 1
Orbital gap in eV: 7.7

***

ORCA calculation (ωB97M-V/def2-TZVPD) on a structure of composition C2H42O21V in a non-equilibrium geometry.

Last column: Löwdin spin population.
CARTESIAN COORDINATES (ANGSTROEM)
V: -9.1890 0.8880 -10.2570  2.82
O: -10.4390 -0.7850 -9.9740  0.02
C: -9.7650 -1.8840 -10.4110  0.00
C: -8.3970 -1.7980 -9.8390  0.00
O: -7.7730 -0.6390 -10.3200  0.03
H: -9.7400 -1.8300 -11.5270  0.00
H: -10.3100 -2.7080 -10.1280  0.00
H: -7.8600 -2.6420 -10.3170  0.00
H: -8.3480 -1.8240 -8.7830  0.00
O: -6.4540 -3.7200 -12.1790  0.00
H: -7.3520 -3.6250 -11.6970  0.00
H: -6.0760 -4.5340 -11.8610  0.00
O: -9.3630 0.7610 -12.5910  0.03
H: -9.0810 1.5640 -13.0450  0.00
H: -9.6910 0.1170 -13.1590  0.00
O: -4.5910 -1.6390 -11.6800  0.00
H: -5.4310 -1.2940 -12.0070  0.00
H: -4.5050 -1.2230 -10.8520  0.00
O: -5.7210 -1.6360 -7.2200  0.00
H: -6.2650 -2.2660 -6.6980  0.00
H: -5.0070 -1.3110 -6.6460  0.00
O: -9.9990 1.2060 -8.0960  0.02
H: -10.3300 0.3830 -7.7060  0.00
H: -10.6870 1.8620 -7.9010  0.00
O: -10.1100 -3.2640 -13.8470  0.00
H: -9.7790 -3.6660 -13.0760  0.00
H: -9.6000 -3.5850 -14.5800  0.00
O: -9.1540 -4.6230 -11.8660  0.00
H: -8.6470 -5.1310 -12.4620  0.00
H: -9.8750 -5.2260 -11.6620  0.00
O: -7.7770 -5.0860 -9.1910  0.00
H: -7.1490 -4.3440 -9.0840  0.00
H: -8.3200 -4.8440 -9.9420  0.00
O: -6.7520 -0.5190 -12.7540  0.00
H: -7.2570 -0.7350 -11.9340  0.00
H: -6.3830 0.3690 -12.5980  0.00
O: -5.5260 -3.2710 -9.3630  0.00
H: -5.8100 -3.1700 -10.2440  0.00
H: -5.6910 -2.4740 -8.9020  0.00
O: -7.4940 1.9710 -8.8870  0.03
H: -6.6960 2.2640 -9.2770  0.00
H: -7.6570 2.6730 -8.2580  0.00
O: -12.6050 -2.9780 -9.6850  0.00
H: -12.0310 -2.2560 -9.8710  0.00
H: -13.4660 -2.5400 -9.6690  0.00
O: -10.5500 -4.7320 -9.2270  0.00
H: -11.0720 -5.2510 -8.6520  0.00
H: -11.0480 -4.0340 -9.6250  0.00
O: -12.3330 -0.9610 -11.8910  0.00
H: -11.4670 -1.0640 -11.5250  0.00
H: -12.4940 -1.7600 -12.3250  0.00
O: -10.7320 -0.8650 -14.6200  0.00
H: -9.9390 -0.5360 -14.9890  0.00
H: -10.3710 -1.6510 -14.2820  0.00
O: -10.6450 -1.4620 -7.4240  0.00
H: -10.5800 -1.3450 -8.3540  0.00
H: -9.9910 -2.0690 -7.2560  0.00
O: -5.2970 -0.0890 -9.5560  0.00
H: -6.2080 -0.3550 -9.7590  0.00
H: -4.9680 -0.4770 -8.7440  0.00
O: -11.2910 1.8410 -10.4490  0.02
H: -11.2860 2.7450 -10.1110  0.00
H: -11.7340 1.8980 -11.2900  0.00
O: -12.8250 -0.0930 -8.9140  0.00
H: -12.9710 -0.4620 -8.0610  0.00
H: -12.0060 -0.1440 -9.3700  0.00

Forces on the atoms, in the same order (eV/Å):
V -0.83 -1.52 0.60
O -0.75 2.48 0.15
C 0.87 1.58 -1.20
C 1.49 -1.08 -2.92
O -0.58 1.15 0.23
H 0.57 -0.59 0.30
H -0.47 -2.25 0.39
H 0.05 0.02 0.98
H -0.13 -0.40 1.31
O -2.62 0.69 0.68
H 2.26 -0.46 -1.20
H 0.22 -0.56 0.34
O 1.21 2.89 3.02
H -0.18 -0.60 -0.36
H -1.28 -1.86 -2.00
O 0.54 -1.06 -1.49
H 0.07 -0.19 -0.49
H 0.34 0.90 1.63
O -0.31 -0.16 1.01
H 0.74 0.60 -0.38
H -0.48 -0.39 -0.06
O 0.13 0.95 0.09
H 0.04 -0.55 0.18
H 0.20 -0.38 -0.15
O -1.31 1.20 -1.79
H 0.86 -0.86 1.86
H 0.38 -0.32 -0.50
O -0.93 0.28 1.01
H 1.48 -0.90 -1.16
H -0.42 0.04 0.67
O 0.70 0.18 0.24
H 0.06 -0.50 -0.07
H -0.39 0.03 0.07
O -0.09 0.54 -0.49
H 0.00 0.43 0.15
H -0.23 -0.59 -0.03
O 0.53 -2.07 1.32
H -0.06 0.59 -2.07
H -0.11 1.30 0.61
O -1.29 0.00 -0.05
H 1.76 -0.11 -0.93
H -0.57 0.06 0.46
O -1.14 -0.95 0.16
H 0.54 1.37 -0.19
H 0.12 -0.11 -0.02
O 2.14 -0.26 -0.89
H -1.16 -0.45 0.76
H -1.34 -0.01 0.25
O -0.66 1.89 0.31
H 0.80 0.34 0.69
H -0.59 -1.88 -1.30
O -1.11 2.00 -0.15
H 1.17 1.15 -1.38
H 0.06 -2.72 1.27
O -2.26 1.98 1.55
H -0.22 0.49 -2.28
H 2.36 -2.37 1.06
O 1.29 1.11 -0.11
H -0.78 -0.40 0.32
H -0.57 -0.06 -0.04
O 0.95 0.70 0.51
H -0.25 -0.06 -0.01
H -0.35 -0.34 -0.72
O -3.01 1.58 -0.42
H 0.97 -0.70 0.67
H 1.60 -0.79 0.00

Results
Energy above the lowest of the compared OMol25 structures with the same formula, charge and spin in kcal/mol: 11.0
Largest force on an atom in eV/Å: 4.35
HOMO level (spin up / spin down) in eV: -7.9 / -9.0
Charge: 0
Total energy in eV: -71440.9427
2S+1: 4
Orbital gap (spin up / spin down) in eV: 7.1 / 8.1

***

Which of these has the highest charge? C2H40F6N3O20S2

***

Which of these has the highest 2S+1? C2H42O21V